1.
{
  "formula": "C3H4Br2O",
  "method": "ωB97M-V/def2-TZVPD",
  "homo_lumo_gap_ev": [9.5, 8.6],
  "energy_ev": -145302.6147,
  "de_lowest_kj_mol": 450.5,
  "species": ["C", "C", "C", "O", "Br", "Br", "H", "H", "H", "H"],
  "xyz": [[0.8138, 0.9568, 0.0883], [-0.3697, 0.1100, 0.1258], [-0.3532, -1.3833, -0.0496], [0.2700, 0.6306, 1.2809], [2.5665, 0.5819, -0.3905], [-2.0469, 0.9730, -0.2859], [0.1611, 3.4001, -0.5201], [-1.1671, -1.7033, -0.6949], [-0.4694, -1.8575, 0.9272], [0.5950, -1.7083, -0.4811]],
  "forces_ev_per_angstrom": [[-0.8, 0.5, -0.2], [-0.2, 0.1, -0.8], [-0.1, 0.0, 0.1], [0.4, 0.1, 0.8], [0.4, -0.1, 0.0], [0.1, -0.2, 0.1], [0.2, -0.4, 0.1], [0.1, 0.0, 0.0], [0.0, 0.0, -0.1], [0.0, 0.1, 0.0]]
}

***

2.
{
  "formula": "C39H37N6O3PtSSi",
  "method": "ωB97M-V/def2-TZVPD",
  "homo_lumo_gap_ev": [3.8, 4.7],
  "multiplicity": 3,
  "s2": 2.0246,
  "energy_ev": -78080.1578,
  "total_charge": 1,
  "species": ["Pt", "O", "C", "C", "C", "C", "N", "C", "C", "C", "C", "C", "C", "O", "C", "C", "N", "H", "H", "H", "H", "H", "H", "H", "H", "H", "H", "H", "H", "O", "Si", "C", "C", "C", "C", "C", "C", "C", "C", "C", "C", "C", "C", "C", "C", "C", "C", "C", "C", "H", "H", "H", "H", "H", "H", "H", "H", "H", "H", "H", "H", "H", "H", "H", "N", "C", "C", "C", "C", "N", "C", "C", "H", "H", "H", "H", "S", "C", "N", "C", "C", "N", "H", "H", "H", "H", "H", "H"],
  "xyz": [[-0.0101, 0.5639, 0.1484], [-5.3256, 3.8263, 2.7064], [-4.6033, 2.9798, 3.6019], [-3.5989, 2.1830, 2.8154], [-2.7096, 1.2931, 3.4026], [-1.6899, 0.7705, 2.6113], [-1.5769, 1.0027, 1.3032], [-2.4963, 1.8228, 0.6897], [-3.5143, 2.4129, 1.4292], [-2.2922, 2.0141, -0.7101], [-3.2524, 2.5746, -1.5634], [-3.0027, 2.6874, -2.9140], [-3.9498, 3.4575, -3.7863], [-4.6472, 4.4475, -2.9800], [-1.8251, 2.1240, -3.3870], [-0.8651, 1.6754, -2.4949], [-1.0850, 1.5990, -1.1974], [-5.9113, 4.4351, 3.2093], [-5.2711, 2.2537, 4.0884], [-4.0935, 3.5325, 4.4163], [-2.7515, 1.0398, 4.4722], [-0.8874, 0.2029, 3.0863], [-4.2136, 3.1496, 0.9907], [-4.2323, 2.9006, -1.1843], [-4.7628, 2.8054, -4.1740], [-3.4220, 3.9033, -4.6343], [-4.3356, 5.3407, -3.1740], [-1.6291, 2.0289, -4.4624], [0.1090, 1.3470, -2.9086], [0.5896, -0.7578, 1.6419], [0.8699, -2.3621, 1.2786], [-0.3457, -3.1449, 0.0525], [-1.5918, -2.5485, -0.1884], [-2.4022, -3.0125, -1.2302], [-2.1394, -4.2330, -1.8598], [-1.0022, -4.9418, -1.4306], [-0.1024, -4.3824, -0.5156], [2.6948, -2.6746, 0.7891], [3.1284, -3.1024, -0.4571], [4.4899, -3.2254, -0.7213], [5.4258, -2.9779, 0.2611], [4.9941, -2.5321, 1.5296], [3.6292, -2.3670, 1.7806], [0.6988, -3.3261, 2.9121], [-0.4228, -3.1459, 3.6928], [-0.7177, -4.0508, 4.7288], [0.0641, -5.1770, 4.9631], [1.2042, -5.3411, 4.1295], [1.5144, -4.3963, 3.1416], [-1.9966, -1.7386, 0.4123], [-3.2889, -2.4524, -1.5216], [-2.8105, -4.6332, -2.6120], [-0.6946, -5.8829, -1.8706], [0.8107, -4.9306, -0.2037], [2.4342, -3.4006, -1.2218], [4.7408, -3.5042, -1.7386], [6.4945, -3.1051, 0.0486], [5.7173, -2.3504, 2.3151], [3.3068, -1.9545, 2.7346], [-1.1138, -2.3042, 3.4958], [-1.6065, -3.8628, 5.3515], [-0.1832, -5.9159, 5.7301], [1.8393, -6.2235, 4.2126], [2.4108, -4.5684, 2.5072], [5.3775, -1.0503, -4.4646], [4.6040, -0.6428, -3.6897], [3.5547, -0.2010, -2.8328], [3.8069, 0.6217, -1.7368], [2.7648, 0.7770, -0.8233], [1.5492, 0.2093, -1.0301], [1.3202, -0.6317, -2.1092], [2.3190, -0.8388, -3.0285], [4.8360, 0.9700, -1.4805], [2.8823, 1.3599, 0.1122], [0.3513, -1.1202, -2.1915], [2.1856, -1.5487, -3.8565], [1.4714, 3.2124, 1.4146], [1.4536, 4.0501, -0.0291], [2.1471, 3.8042, -1.1637], [1.6737, 4.5779, -2.2953], [0.7659, 5.6411, -1.6098], [0.6379, 5.1088, -0.2824], [2.7702, 2.9957, -1.2576], [1.1353, 3.8969, -2.9840], [2.5298, 5.0284, -2.8624], [-0.2248, 5.7857, -2.0725], [1.2849, 6.6382, -1.6610], [0.0100, 5.5094, 0.3963]],
  "forces_ev_per_angstrom": [[-0.3, -0.3, 2.7], [-0.3, 0.5, 1.0], [-0.3, -0.3, 0.2], [-0.5, 1.1, -2.0], [1.0, -0.7, 0.1], [0.0, -0.1, 1.5], [-0.2, 0.5, 0.0], [0.0, -0.2, -1.1], [-0.8, 0.6, 1.5], [-1.2, 0.2, 1.4], [-0.5, 0.4, -0.6], [-1.0, 0.4, 1.2], [-1.2, 0.2, 0.4], [0.3, -0.2, -0.6], [1.9, -0.5, -0.8], [0.0, -0.2, -2.6], [1.0, 0.0, 0.7], [0.7, -0.8, -0.4], [-0.1, 0.2, 0.0], [-0.2, -0.1, -0.5], [0.1, 0.2, -0.6], [-0.3, -0.1, -0.4], [0.7, -0.7, 0.2], [0.8, 0.0, 0.0], [0.6, 0.3, 0.0], [-0.1, 0.0, 0.1], [0.0, -0.3, -0.1], [0.1, 0.3, 0.5], [-0.7, 0.1, 0.5], [-0.1, 0.0, -1.7], [0.6, 0.0, 1.4], [-0.3, 0.8, 1.0], [-0.1, 0.1, -1.0], [-0.4, -0.4, 0.1], [0.9, 0.1, 0.7], [0.4, 0.3, -0.3], [0.3, -0.5, -0.3], [-1.3, 0.5, 0.0], [0.6, 0.0, 0.5], [-0.5, 0.0, -0.5], [0.3, 0.4, 0.6], [-0.2, -0.4, -0.5], [0.9, 0.2, -0.3], [-0.4, 1.3, -1.5], [-0.9, -0.1, 0.9], [-0.7, 0.5, 0.2], [1.1, 0.2, -1.1], [-0.5, 0.0, 0.4], [1.0, -1.8, 0.3], [0.4, 0.3, -0.1], [0.0, -0.1, 0.2], [0.2, 0.1, 0.0], [-0.4, -0.1, 0.0], [-0.7, 0.3, -0.5], [-0.3, 0.1, -0.2], [0.5, -0.2, 0.1], [-0.5, 0.1, 0.2], [0.0, 0.1, -0.1], [0.0, -0.2, -0.1], [0.4, -0.5, 0.2], [0.4, -0.2, -0.3], [0.1, 0.4, -0.3], [-0.2, 0.2, 0.2], [-0.7, 0.1, 0.6], [-1.5, 0.8, 1.7], [1.9, -0.6, -2.2], [0.0, -0.6, 0.3], [0.3, -0.5, 0.6], [-0.4, -0.3, 0.0], [0.8, -1.0, -1.6], [0.9, 1.1, 1.0], [0.1, -0.1, -0.1], [-1.1, -0.2, -0.4], [-0.2, -0.5, -0.6], [0.1, 0.2, 0.2], [0.1, 0.5, 0.4], [-0.2, -1.1, 0.3], [-0.9, 1.2, -1.6], [0.4, -0.6, 0.9], [0.2, 0.1, -1.1], [0.6, 0.9, -1.2], [0.4, -0.6, 0.6], [-0.6, 0.8, 0.1], [0.0, 0.5, 0.2], [-0.8, -0.3, 0.6], [0.5, -0.3, 0.0], [-0.5, -0.8, 0.4], [0.2, -0.3, 0.2]]
}

***

3.
{
  "formula": "C9H16N2O2",
  "method": "ωB97M-V/def2-TZVPD",
  "homo_lumo_gap_ev": 9.5,
  "energy_ev": -16665.0272,
  "de_lowest_kj_mol": 413.0,
  "species": ["C", "C", "C", "C", "C", "C", "C", "C", "C", "H", "H", "H", "H", "H", "H", "H", "H", "H", "H", "H", "H", "H", "H", "H", "H", "N", "N", "O", "O"],
  "xyz": [[3.8213, -0.3910, -0.1742], [3.2905, 0.6662, 0.6813], [1.9739, 0.6312, 0.9802], [1.6832, -1.5684, 0.0473], [-3.6153, -1.4671, -0.1921], [-2.4543, -0.7554, 0.3870], [-2.0097, 0.5160, -0.3634], [-0.6548, 1.0799, 0.0202], [-0.0723, 2.3381, -0.7437], [3.2918, -2.3023, -0.8198], [3.8622, 1.5614, 0.6363], [1.5585, 1.3839, 1.6623], [0.2548, -0.5199, 1.1411], [-4.5928, -1.0069, 0.0422], [-3.4879, -1.7503, -1.2264], [-3.7312, -2.3996, 0.3243], [-1.5586, -1.3149, 0.2320], [-2.6548, -0.6077, 1.5017], [-2.2813, 0.1699, -1.4827], [-2.7625, 1.3454, -0.2766], [0.1020, 0.2019, -0.1699], [-0.5570, 1.1386, 1.1959], [-0.9142, 3.0337, -1.1778], [0.6358, 2.8246, -0.0892], [0.8257, 1.9869, -1.7026], [3.0428, -1.5460, -0.2676], [1.1513, -0.4627, 0.7949], [4.9177, -0.2994, -0.7113], [0.9354, -2.4862, -0.2497]],
  "forces_ev_per_angstrom": [[1.9, 0.1, 0.0], [-1.6, -0.7, -1.6], [0.3, 0.0, 2.4], [-1.6, -0.3, 1.1], [-1.3, -0.6, 0.5], [0.7, 1.8, 1.3], [-3.3, 1.0, -1.8], [1.5, -1.6, -0.9], [0.6, -1.2, -2.5], [0.9, -1.5, -1.3], [0.3, 0.5, 0.6], [0.0, 0.0, -0.7], [-1.6, -0.6, 1.1], [0.5, 0.3, -0.7], [-0.2, 0.4, -0.5], [0.1, -0.8, 0.3], [0.5, -1.3, 0.5], [0.6, 0.0, -1.3], [1.8, 1.1, 1.9], [0.3, -0.6, 0.3], [-2.9, 3.1, -1.1], [-0.7, 0.6, -2.1], [1.9, -1.2, 0.8], [-0.3, 0.7, 0.2], [-3.3, 0.9, 2.6], [-2.2, 2.2, 1.4], [7.0, -2.4, -0.8], [-1.0, -0.5, 0.2], [0.8, 0.6, 0.1]]
}

***

4.
{
  "formula": "C3H3FO2",
  "method": "ωB97M-V/def2-TZVPD",
  "homo_lumo_gap_ev": 9.8,
  "energy_ev": -9970.1539,
  "de_lowest_kj_mol": 135.7,
  "species": ["C", "C", "C", "O", "O", "F", "H", "H", "H"],
  "xyz": [[0.0828, -0.8592, 0.0454], [-1.4491, 0.4156, -0.0487], [1.2052, 0.1204, -0.0331], [-0.2092, -1.9778, 0.1423], [-1.2578, 1.5843, 0.0505], [-2.5921, -0.2165, -0.0648], [0.9306, 1.1968, -0.2918], [1.8049, -0.3884, -0.8211], [1.4847, 0.1247, 1.0211]],
  "forces_ev_per_angstrom": [[-4.1, 4.4, -0.8], [3.8, -1.3, 0.6], [-0.3, -0.6, -0.6], [1.0, -0.9, 0.1], [-1.1, -0.4, -0.3], [-1.3, 0.1, -0.1], [-0.1, -1.9, 0.1], [0.8, 0.8, 1.0], [1.3, 0.0, -0.2]]
}